No. 1
DFT (ωB97M-V/def2-TZVPD) results for C11H20N3NdO5S as an isolated structure in a non-equilibrium geometry.

The calculation puts the gap between HOMO and LUMO (spin up / spin down) at 0.2972 / 0.3343 Ha. Its energy above the lowest of the compared OMol25 structures with the same formula, charge and spin is 122.5 kJ/mol. Its expectation value of S² is 3.755. Its HOMO energy (spin up / spin down) is -15.7 / -15.7 eV.

Geometry as ORCA input:
```
! wB97M-V def2-TZVPD RIJCOSX def2/J DEFGRID3
* xyz 2 4
Nd 5.7861 10.8143 11.0612
O 3.3616 13.0398 14.2371
C 4.4119 12.8502 13.4705
O 4.4254 11.9734 12.6029
C 5.4844 13.8615 13.7325
O 5.7217 14.8301 12.7311
C 6.7554 14.6741 11.7970
C 6.9464 13.2370 11.2545
O 7.2720 12.2464 12.0593
O 6.5023 13.0110 10.0878
H 2.7022 12.3157 14.0446
H 6.3669 13.1465 13.8425
H 5.1778 14.3776 14.6607
H 7.7847 15.0233 12.1412
H 6.5215 15.3486 10.9252
C 7.8581 10.6688 7.4042
C 6.4081 10.3187 7.1103
N 5.5557 10.2471 8.3355
C 4.4707 11.0904 8.5963
S 3.2730 10.5746 9.6964
N 4.3661 12.2870 7.9340
C 5.2497 13.0983 7.0841
C 5.1146 14.6160 7.3967
H 8.5188 10.6909 6.5313
H 8.3397 9.8994 8.1037
H 7.9776 11.6757 7.8611
H 6.3814 9.3049 6.6699
H 6.0139 10.9847 6.3201
H 5.3243 9.2749 8.5715
H 3.4000 12.6283 8.1733
H 5.0474 12.7907 5.9885
H 6.2642 12.8572 7.3167
H 4.2103 15.0025 6.8682
H 5.9603 15.2064 6.9932
H 5.0563 14.7933 8.4543
C 6.3957 5.8177 11.0936
C 6.2935 7.2185 10.8413
N 6.2278 8.3954 10.8785
H 5.4862 5.3923 11.4365
H 7.2324 5.6891 11.7886
H 6.6305 5.3579 10.0885
*
```

Charges computed using Löwdin, reported in e: 1.898 0.207 -0.421 -0.110 -0.082 -0.052 -0.095 -0.545 -0.193 -0.085 0.186 0.161 0.165 0.167 0.155 -0.080 -0.215 -0.076 -0.882 0.663 0.031 -0.216 -0.050 0.092 0.101 0.071 0.137 0.110 0.095 0.156 0.157 0.071 0.095 0.097 0.055 0.000 -0.151 0.018 0.100 0.124 0.138

No. 2
DFT (ωB97M-V/def2-TZVPD) results for C14H17BF6N6OPt as an isolated structure in a non-equilibrium geometry.

The calculation puts the gap between HOMO and LUMO (spin up / spin down) at 0.2865 / 0.1290 Ha. Its expectation value of S² is 6.033. Its HOMO energy (spin up / spin down) is -24.2 / -22.4 eV.

Geometry as ORCA input:
```
! wB97M-V def2-TZVPD RIJCOSX def2/J DEFGRID3
* xyz 4 5
C -0.4286 2.0227 -1.8944
N 0.3637 1.2702 -1.0953
N 1.6645 1.5350 -1.4179
C 1.6889 2.3609 -2.4727
C 0.3888 2.7159 -2.7799
B 2.8263 0.7305 -0.7782
N 2.7119 0.9327 0.7393
N 1.5722 0.6219 1.4294
C 1.8123 0.7792 2.7551
C 3.1170 1.2201 2.8864
C 3.6580 1.2794 1.6169
Pt -0.0524 -0.0035 0.4932
N 2.4157 -0.7508 -0.9968
N 1.1671 -1.1870 -0.6699
C 1.0760 -2.4910 -1.0023
C 2.2776 -2.8749 -1.5884
C 3.0865 -1.7486 -1.5855
H 0.1661 -3.0258 -0.8112
H 4.0725 -1.5474 -1.9496
H 2.5268 -3.8430 -1.9679
H 3.9055 1.0078 -1.2202
H 4.6330 1.5527 1.2648
H 2.6390 2.6277 -2.8982
H 3.5912 1.4825 3.8106
H 0.0654 3.4164 -3.5198
H 1.0658 0.5261 3.4907
H -1.5012 2.0106 -1.8448
H -0.5678 -1.5001 3.0981
C -1.1636 -0.6031 3.3390
H -0.9340 -0.2609 4.3590
H -0.9629 0.2343 2.6365
H -2.2397 -0.8121 3.2773
C -3.7055 -0.5335 -1.6412
C -2.7798 -0.5100 -0.4449
O -1.4657 -0.4273 -0.9047
C -3.1682 0.7751 0.4123
F -3.5092 1.7878 -0.4517
F -4.2242 0.5973 1.2455
F -2.1830 1.3419 1.1840
C -2.9299 -1.9086 0.2717
F -4.1363 -2.0523 0.8759
F -2.8375 -2.9097 -0.6659
F -1.9846 -2.2352 1.1975
H -3.5022 0.3556 -2.2365
H -4.7481 -0.5456 -1.3087
H -3.4676 -1.4140 -2.2369
*
```

Charges computed using Löwdin, reported in e: 0.069 -0.016 0.061 0.151 0.206 -0.411 0.052 -0.079 0.065 0.190 0.141 1.555 0.016 -0.076 0.034 0.130 0.088 0.147 0.171 0.160 0.164 0.186 0.188 0.177 0.177 0.133 0.145 0.053 -0.012 0.082 -0.032 0.067 0.067 -0.357 -0.110 -0.445 0.151 0.216 0.075 -0.462 0.216 0.163 0.113 0.113 0.151 0.127